# 1
{
  "formula": "C31H39F4N5OPbS2Si",
  "method": "the ωB97M-V functional and the def2-TZVPD basis",
  "energy_ha": -3231.89935,
  "relative_energy_ev": 0.130,
  "symbols": ["Pb", "C", "N", "C", "C", "C", "N", "C", "C", "F", "C", "F", "C", "C", "F", "C", "F", "H", "H", "H", "H", "H", "H", "H", "H", "H", "H", "H", "C", "Si", "C", "C", "C", "C", "C", "C", "N", "C", "S", "H", "H", "H", "H", "H", "H", "H", "H", "H", "H", "H", "H", "S", "C", "N", "C", "C", "C", "C", "C", "C", "H", "H", "H", "H", "H", "O", "C", "C", "C", "C", "C", "C", "N", "H", "H", "H", "H", "H", "H", "H", "H", "H", "H", "H"],
  "xyz": [[-0.395, -0.757, -0.786], [-1.098, 1.097, -3.606], [-1.543, 1.096, -2.222], [-3.025, 1.134, -2.118], [-0.901, 2.134, -1.370], [-1.464, 2.206, -0.004], [-1.480, 0.843, 0.555], [-1.470, 0.761, 1.899], [-1.250, -0.451, 2.553], [-0.982, -1.556, 1.792], [-1.140, -0.544, 3.938], [-0.683, -1.686, 4.491], [-1.411, 0.526, 4.763], [-1.818, 1.654, 4.171], [-2.163, 2.770, 4.866], [-1.842, 1.813, 2.805], [-2.249, 3.068, 2.396], [-1.622, 1.804, -4.241], [-1.218, 0.078, -4.074], [-0.022, 1.294, -3.645], [-3.371, 2.120, -2.454], [-3.392, 0.874, -1.103], [-3.472, 0.384, -2.790], [-1.075, 3.150, -1.916], [0.192, 1.959, -1.355], [-2.461, 2.642, -0.070], [-0.875, 2.921, 0.614], [-1.449, 0.346, 5.845], [-4.075, -7.264, -1.358], [-2.459, -6.369, -1.598], [-1.166, -7.237, -0.590], [-2.027, -6.313, -3.392], [-2.881, -4.540, -0.952], [-4.160, -4.151, -0.702], [-4.505, -2.826, -0.421], [-3.538, -1.883, -0.370], [-2.255, -2.219, -0.641], [-1.895, -3.497, -0.818], [-0.207, -3.815, -0.894], [-3.832, -8.327, -1.377], [-4.792, -7.104, -2.155], [-4.480, -6.982, -0.427], [-1.257, -8.316, -0.718], [-1.503, -7.008, 0.394], [-0.116, -6.948, -0.709], [-1.229, -6.958, -3.535], [-1.716, -5.308, -3.510], [-2.882, -6.476, -4.048], [-4.979, -4.835, -0.708], [-5.534, -2.541, -0.310], [-3.693, -0.807, -0.222], [3.698, -1.318, 2.582], [2.261, -1.480, 1.628], [1.559, -0.409, 1.448], [2.183, 0.665, 2.052], [1.665, 1.963, 2.118], [2.512, 2.925, 2.675], [3.772, 2.640, 3.202], [4.233, 1.334, 3.275], [3.425, 0.368, 2.696], [1.928, -2.463, 1.238], [0.709, 2.194, 1.661], [2.126, 3.938, 2.725], [4.285, 3.395, 3.787], [5.129, 1.115, 3.894], [2.548, 1.184, -1.070], [3.135, 2.246, -1.036], [2.695, 3.363, -1.886], [2.289, 4.676, -1.150], [3.490, 5.498, -0.688], [4.492, 4.810, 0.249], [5.099, 3.538, -0.320], [4.289, 2.371, -0.307], [1.887, 2.937, -2.526], [3.472, 3.610, -2.594], [1.552, 4.471, -0.377], [1.792, 5.275, -1.931], [3.140, 6.416, -0.173], [4.137, 5.847, -1.535], [4.063, 4.747, 1.237], [5.372, 5.493, 0.319], [6.009, 3.340, 0.152], [5.322, 3.874, -1.340], [4.591, 1.485, 0.118]]
}


# 2
{
  "formula": "C31H39N2P2Si2Tc",
  "method": "the ωB97M-V functional and the def2-TZVPD basis",
  "spin_multiplicity": 2,
  "energy_ha": -2656.27660,
  "total_charge": 1,
  "symbols": ["Tc", "C", "Si", "C", "C", "N", "P", "C", "P", "N", "Si", "C", "C", "C", "C", "C", "C", "C", "C", "C", "C", "C", "C", "C", "C", "C", "C", "C", "C", "C", "C", "C", "C", "C", "C", "C", "C", "C", "H", "H", "H", "H", "H", "H", "H", "H", "H", "H", "H", "H", "H", "H", "H", "H", "H", "H", "H", "H", "H", "H", "H", "H", "H", "H", "H", "H", "H", "H", "H", "H", "H", "H", "H", "H", "H", "H", "H"],
  "xyz": [[0.202, 0.278, 0.941], [-3.061, 0.987, 1.873], [-2.696, -0.821, 1.445], [-3.670, -1.273, -0.071], [-3.430, -1.818, 2.889], [-0.998, -1.037, 1.451], [0.035, -1.850, 0.704], [1.191, -0.781, -0.185], [1.268, 0.905, -0.861], [0.524, 1.863, 0.054], [0.310, 3.581, 0.003], [-0.112, 4.138, 1.767], [-1.188, 4.057, -1.048], [1.729, 4.626, -0.599], [2.893, 1.511, -0.744], [3.663, 1.251, 0.399], [4.999, 1.650, 0.486], [5.596, 2.323, -0.577], [4.853, 2.597, -1.722], [3.519, 2.187, -1.800], [0.231, 0.964, -2.270], [-1.168, 0.927, -2.165], [-2.001, 0.899, -3.286], [-1.445, 0.879, -4.558], [-0.059, 0.867, -4.699], [0.762, 0.894, -3.564], [0.856, -2.524, 2.111], [0.188, -3.108, 3.198], [0.878, -3.735, 4.240], [2.268, -3.797, 4.216], [2.960, -3.225, 3.153], [2.258, -2.601, 2.116], [-0.859, -2.918, -0.337], [-1.463, -4.094, 0.132], [-2.135, -4.967, -0.732], [-2.198, -4.689, -2.095], [-1.582, -3.544, -2.590], [-0.914, -2.681, -1.717], [-4.134, 1.132, 2.029], [-2.739, 1.645, 1.062], [-2.537, 1.280, 2.788], [-4.676, -0.843, -0.012], [-3.797, -2.354, -0.167], [-3.212, -0.895, -0.986], [-4.495, -1.590, 2.999], [-2.923, -1.565, 3.825], [-3.323, -2.891, 2.707], [-0.998, 3.610, 2.133], [-0.317, 5.213, 1.786], [0.722, 3.930, 2.443], [-2.072, 3.487, -0.749], [-0.991, 3.880, -2.109], [-1.410, 5.121, -0.921], [2.647, 4.424, -0.040], [1.496, 5.687, -0.460], [1.914, 4.478, -1.665], [3.184, 0.727, 1.226], [5.559, 1.433, 1.389], [6.630, 2.641, -0.510], [5.296, 3.136, -2.552], [2.938, 2.436, -2.681], [-1.600, 0.906, -1.165], [-3.076, 0.874, -3.140], [-2.088, 0.848, -5.431], [0.389, 0.815, -5.684], [1.837, 0.818, -3.687], [-0.895, -3.063, 3.223], [0.319, -4.168, 5.063], [2.807, -4.281, 5.021], [4.043, -3.257, 3.116], [2.807, -2.166, 1.284], [-1.424, -4.311, 1.193], [-2.613, -5.852, -0.328], [-2.727, -5.355, -2.766], [-1.617, -3.302, -3.646], [-0.431, -1.791, -2.109], [-0.696, 1.242, 1.965]]
}


# 3
{
  "formula": "C31H39N3OPSe2Ti",
  "method": "the ωB97M-V functional and the def2-TZVPD basis",
  "spin_multiplicity": 2,
  "energy_ha": -7437.48144,
  "total_charge": 2,
  "symbols": ["Ti", "Se", "P", "Se", "C", "C", "C", "C", "C", "C", "C", "C", "C", "C", "C", "C", "H", "H", "H", "H", "H", "H", "H", "H", "H", "H", "C", "N", "C", "C", "C", "O", "H", "H", "H", "H", "H", "H", "H", "H", "H", "C", "N", "C", "C", "C", "C", "C", "C", "C", "C", "H", "H", "H", "H", "H", "H", "H", "H", "H", "H", "H", "H", "H", "N", "C", "C", "C", "C", "C", "C", "H", "H", "H", "H", "H", "H", "H"],
  "xyz": [[0.077, -0.547, -0.065], [-2.514, 0.036, 0.435], [-2.465, -0.119, -1.734], [-0.602, -1.082, -2.428], [-3.877, -1.046, -2.375], [-4.745, -1.713, -1.520], [-5.791, -2.453, -2.054], [-5.956, -2.525, -3.429], [-5.091, -1.847, -4.279], [-4.045, -1.107, -3.758], [-2.593, 1.566, -2.390], [-1.538, 2.199, -3.031], [-1.679, 3.519, -3.437], [-2.873, 4.189, -3.213], [-3.931, 3.549, -2.578], [-3.793, 2.237, -2.158], [-4.615, -1.640, -0.448], [-6.474, -2.970, -1.394], [-6.764, -3.112, -3.844], [-5.233, -1.898, -5.350], [-3.365, -0.577, -4.415], [-0.630, 1.645, -3.233], [-0.867, 4.026, -3.943], [-2.984, 5.214, -3.542], [-4.862, 4.075, -2.415], [-4.604, 1.731, -1.648], [1.953, 2.179, -2.276], [1.312, 2.997, -1.251], [1.539, 4.433, -1.368], [0.643, 2.477, -0.248], [0.129, 3.363, 0.840], [0.410, 1.228, -0.172], [1.522, 2.396, -3.254], [1.835, 1.127, -2.057], [3.016, 2.421, -2.311], [1.615, 4.681, -2.423], [2.471, 4.722, -0.880], [0.718, 5.001, -0.940], [0.929, 3.977, 1.254], [-0.298, 2.741, 1.622], [-0.657, 4.025, 0.474], [2.944, -2.542, 2.981], [3.138, -1.168, 3.520], [4.505, -1.012, 4.081], [2.774, -0.053, 2.529], [3.103, -0.375, 1.093], [4.424, -0.172, 0.690], [4.852, -0.551, -0.571], [3.950, -1.170, -1.419], [2.625, -1.329, -1.025], [2.126, -0.911, 0.224], [3.100, -3.266, 3.779], [3.655, -2.720, 2.181], [1.934, -2.635, 2.591], [2.485, -1.070, 4.298], [5.239, -1.155, 3.293], [4.665, -1.756, 4.858], [4.618, -0.019, 4.509], [3.303, 0.835, 2.872], [1.709, 0.105, 2.643], [5.120, 0.316, 1.365], [5.875, -0.381, -0.880], [4.270, -1.518, -2.393], [1.968, -1.824, -1.732], [-0.482, -2.539, 0.623], [-0.484, -2.496, 2.072], [-0.587, -3.644, 2.845], [-0.610, -3.548, 4.229], [-0.535, -2.307, 4.848], [-0.431, -1.156, 4.079], [-0.394, -1.254, 2.695], [-1.451, -2.605, 0.305], [-0.027, -3.383, 0.292], [-0.670, -4.615, 2.369], [-0.712, -4.443, 4.828], [-0.581, -2.231, 5.926], [-0.407, -0.182, 4.551], [-0.334, -0.346, 2.087]]
}